Molecular formula: C5H5ClN2O4
Method: DFT, ωB97M-V with the def2-TZVPD basis set

XYZ file:
```
17
Properties=species:S:1:pos:R:3:forces:R:3
C 1.9466 1.2390 -1.3623 -0.50 -0.10 0.01
C 0.3729 -0.2050 0.1337 2.03 -0.79 0.63
C -2.7231 -0.3997 0.2216 -0.94 -1.35 0.54
C -1.7469 0.6305 0.7929 -0.63 -2.06 0.29
C 1.8647 0.2836 -0.2923 -0.02 -0.03 2.25
N 1.8182 1.9617 -2.2393 0.17 0.36 -0.24
N 2.7683 -0.9627 -0.6250 -1.95 1.54 1.16
O 0.2689 -1.2761 0.6245 -0.05 -1.40 0.26
O 3.0195 -1.0431 -1.7628 0.88 -0.39 -3.50
O 3.0607 -1.6935 0.2427 0.56 -1.12 1.80
O -0.5361 0.6817 0.0765 0.65 2.91 -1.57
Cl 2.6185 0.9495 1.2733 -0.86 -0.22 -1.31
H -3.7215 0.0662 0.1098 0.56 -0.28 -0.30
H -2.4362 -0.9727 -0.6973 -0.02 1.06 0.61
H -2.8677 -1.2039 0.9800 0.09 0.48 -0.51
H -1.5319 0.3481 1.8362 0.03 0.49 -0.32
H -2.1750 1.5964 0.6879 -0.01 0.89 0.19
```
Forces are in eV/Å.

The value obtained for the LUMO energy is -0.618 eV. As for the SMILES: CCOC(=O)[C@](Cl)(C#N)[N+](=O)[O-]. As for the charge: 0. The value obtained for the highest occupied orbital energy is -11.351 eV. The maximum force comes out at 0.0706 Eh/bohr. As for the energy above the lowest of the compared OMol25 structures with the same formula, charge and spin: 0.0 kJ/mol. The molar mass is 192.56 g/mol.